[1]
This record from OMol25 describes C49H63N2OP2PtTe as an isolated structure. The level of theory is ωB97M-V with the def2-TZVPD basis set.

Element x y z (Å)
Pt (-0.143, 0.298, -1.689)
C (-2.448, 0.056, 1.118)
C (-2.714, -1.191, 0.267)
C (-4.125, -1.713, 0.529)
P (-2.306, -0.763, -1.498)
C (-2.561, -2.247, -2.587)
C (-1.815, -3.405, -1.911)
C (-3.978, -2.644, -2.991)
C (-3.468, 0.577, -1.890)
C (-4.835, 0.385, -2.007)
C (-5.689, 1.452, -2.271)
C (-5.167, 2.731, -2.433)
C (-3.815, 2.954, -2.312)
C (-2.930, 1.891, -2.005)
N (-1.587, 2.052, -1.939)
C (-0.921, 3.255, -1.954)
C (-1.328, 4.388, -1.231)
C (-0.623, 5.569, -1.343)
C (0.475, 5.654, -2.192)
C (0.911, 4.530, -2.881)
C (0.251, 3.318, -2.745)
P (0.802, 1.722, -3.427)
C (2.647, 1.784, -3.600)
C (3.297, 2.319, -2.320)
C (3.175, 2.489, -4.851)
C (0.115, 1.508, -5.145)
C (-1.131, 0.620, -5.130)
C (-0.164, 2.852, -5.814)
H (-2.543, -0.182, 2.179)
H (-3.177, 0.836, 0.886)
H (-1.449, 0.454, 0.937)
H (-1.994, -1.971, 0.529)
H (-4.873, -0.942, 0.346)
H (-4.198, -1.994, 1.580)
H (-4.369, -2.591, -0.066)
H (-2.023, -1.971, -3.499)
H (-2.402, -3.810, -1.085)
H (-0.845, -3.082, -1.521)
H (-1.641, -4.211, -2.623)
H (-4.580, -2.949, -2.136)
H (-3.913, -3.500, -3.664)
H (-4.488, -1.847, -3.529)
H (-5.257, -0.602, -1.894)
H (-6.753, 1.282, -2.366)
H (-5.821, 3.559, -2.671)
H (-3.415, 3.941, -2.487)
H (-2.175, 4.316, -0.561)
H (-0.933, 6.434, -0.773)
H (1.007, 6.590, -2.301)
H (1.767, 4.616, -3.535)
H (2.902, 0.722, -3.687)
H (3.233, 3.404, -2.260)
H (4.351, 2.042, -2.308)
H (2.833, 1.901, -1.424)
H (2.922, 3.548, -4.876)
H (2.817, 2.024, -5.768)
H (4.264, 2.414, -4.848)
H (0.902, 0.980, -5.690)
H (-1.972, 1.136, -4.660)
H (-0.941, -0.302, -4.579)
H (-1.419, 0.356, -6.149)
H (-0.930, 3.403, -5.265)
H (-0.525, 2.693, -6.831)
H (0.730, 3.472, -5.874)
C (-1.188, 2.046, 8.068)
C (-0.647, 1.502, 6.778)
C (0.239, 2.245, 6.004)
C (0.727, 1.762, 4.797)
C (1.678, 2.594, 3.975)
C (0.321, 0.488, 4.395)
Te (1.110, -0.214, 2.488)
N (1.037, -0.137, 0.032)
C (2.282, -0.547, -0.019)
O (3.025, -0.531, 1.014)
C (2.867, -1.085, -1.287)
C (4.230, -0.948, -1.527)
C (4.778, -1.464, -2.692)
C (3.979, -2.138, -3.609)
C (2.623, -2.297, -3.361)
C (2.069, -1.775, -2.201)
C (1.723, -2.160, 3.060)
C (2.673, -2.259, 4.085)
C (3.328, -1.056, 4.716)
C (3.034, -3.526, 4.527)
C (2.504, -4.678, 3.964)
C (2.881, -6.045, 4.456)
C (1.602, -4.541, 2.915)
C (1.196, -3.300, 2.444)
C (0.219, -3.277, 1.296)
C (-0.592, -0.279, 5.121)
C (-1.076, -1.631, 4.663)
C (-1.051, 0.252, 6.320)
H (-0.728, 2.999, 8.320)
H (-1.013, 1.348, 8.887)
H (-2.266, 2.194, 7.993)
H (0.560, 3.222, 6.345)
H (1.824, 3.575, 4.422)
H (1.290, 2.742, 2.963)
H (2.655, 2.110, 3.897)
H (4.846, -0.440, -0.798)
H (5.837, -1.352, -2.883)
H (4.416, -2.559, -4.504)
H (2.002, -2.850, -4.054)
H (1.026, -1.985, -1.956)
H (3.341, -0.211, 4.026)
H (4.361, -1.283, 4.973)
H (2.810, -0.760, 5.630)
H (3.764, -3.603, 5.324)
H (3.627, -5.993, 5.246)
H (3.277, -6.647, 3.638)
H (2.002, -6.557, 4.849)
H (1.194, -5.429, 2.443)
H (-0.650, -3.897, 1.528)
H (0.695, -3.692, 0.405)
H (-0.111, -2.269, 1.061)
H (-1.105, -1.691, 3.574)
H (-2.075, -1.828, 5.050)
H (-0.415, -2.423, 5.022)
H (-1.753, -0.329, 6.908)

Results
Orbital gap (spin up / spin down) (eV): 8.2 / 5.7
Spin multiplicity: 6
DFT total energy (eV): -85965.1552
Total charge: +2
HOMO level (spin up / spin down) (eV): -12.286 / -12.966
Relative energy (zero: lowest compared OMol25 entry of this formula, charge and spin) (eV): 0.938


[2]
This record from OMol25 describes C52H97In2N5O12 as an isolated structure at a distorted geometry. The level of theory is ωB97M-V with the def2-TZVPD basis set.

Element x y z (Å)
In (-0.286, 1.217, 3.109)
In (-3.935, 0.871, -0.483)
C (-0.477, 0.732, -0.261)
O (-1.109, 1.685, 0.199)
O (-1.153, 0.093, -1.028)
O (0.387, 0.270, 0.408)
C (-3.851, 3.781, 0.706)
C (-3.635, 3.713, 2.086)
C (-4.744, 4.020, 3.011)
O (-4.789, 3.726, 4.282)
C (-5.973, 4.458, 2.562)
C (-6.221, 4.627, 1.173)
C (-5.107, 4.189, 0.196)
O (-5.541, 4.109, -0.930)
O (-7.245, 5.008, 0.595)
O (-2.410, 3.453, 2.374)
H (-2.958, 3.584, 0.131)
H (-6.758, 4.766, 3.238)
C (0.742, -3.829, 1.326)
C (0.721, -3.358, 2.828)
C (0.549, -4.620, 3.711)
C (1.853, -5.393, 3.897)
C (2.939, -4.438, 4.520)
C (3.098, -3.118, 3.713)
N (1.817, -2.534, 3.292)
O (1.909, -1.293, 2.568)
C (3.815, -2.087, 4.650)
C (4.134, -3.462, 2.600)
C (-0.659, -2.699, 2.959)
H (1.721, -4.240, 1.079)
H (0.595, -3.053, 0.575)
H (-0.015, -4.595, 1.157)
H (0.163, -4.334, 4.689)
H (-0.284, -5.249, 3.398)
H (2.276, -5.629, 2.921)
H (1.666, -6.328, 4.425)
H (3.901, -4.948, 4.478)
H (2.800, -4.253, 5.585)
H (4.141, -1.184, 4.134)
H (3.159, -1.797, 5.470)
H (4.695, -2.626, 5.001)
H (4.986, -3.925, 3.099)
H (3.593, -4.117, 1.917)
H (4.401, -2.640, 1.935)
H (-1.513, -3.189, 2.492)
H (-0.648, -1.733, 2.452)
H (-0.875, -2.559, 4.018)
H (2.094, -1.697, 1.717)
C (-2.456, 1.108, -4.565)
C (-1.553, 2.360, -4.523)
C (-1.492, 3.031, -5.908)
C (-0.931, 4.339, -5.897)
C (-1.536, 5.261, -4.838)
C (-1.642, 4.675, -3.433)
N (-2.101, 3.228, -3.464)
O (-2.335, 2.689, -2.271)
C (-0.190, 4.809, -2.808)
C (-2.630, 5.560, -2.689)
C (-0.118, 1.948, -4.283)
H (-3.487, 1.437, -4.440)
H (-2.174, 0.413, -3.774)
H (-2.521, 0.584, -5.518)
H (-1.045, 2.424, -6.695)
H (-2.509, 2.950, -6.293)
H (-0.986, 4.836, -6.865)
H (0.129, 4.339, -5.643)
H (-2.550, 5.504, -5.154)
H (-0.792, 6.058, -4.865)
H (0.101, 4.056, -2.076)
H (0.694, 4.949, -3.430)
H (-0.172, 5.741, -2.243)
H (-2.405, 6.626, -2.688)
H (-3.566, 5.501, -3.246)
H (-2.907, 5.197, -1.699)
H (0.182, 1.143, -4.955)
H (-0.175, 1.685, -3.227)
H (0.634, 2.734, -4.342)
H (-1.441, 2.511, -1.970)
C (1.476, -2.719, -2.866)
C (2.963, -2.876, -2.565)
C (3.643, -3.039, -3.988)
C (4.068, -1.655, -4.609)
C (4.748, -0.753, -3.562)
C (3.961, -0.460, -2.285)
N (3.627, -1.829, -1.755)
O (3.080, -1.730, -0.474)
C (4.987, 0.292, -1.480)
C (2.778, 0.329, -2.789)
C (3.049, -4.155, -1.819)
H (0.945, -2.416, -1.964)
H (1.156, -3.630, -3.371)
H (1.237, -1.831, -3.452)
H (4.475, -3.742, -4.007)
H (2.974, -3.335, -4.796)
H (3.185, -1.162, -5.014)
H (4.727, -1.861, -5.453)
H (4.964, 0.240, -3.956)
H (5.673, -1.245, -3.261)
H (5.114, 1.360, -1.659)
H (4.606, 0.219, -0.462)
H (5.989, -0.134, -1.516)
H (2.006, 0.407, -2.023)
H (3.074, 1.337, -3.079)
H (2.218, 0.039, -3.678)
H (2.372, -4.236, -0.969)
H (4.027, -4.337, -1.373)
H (2.775, -5.005, -2.444)
H (2.344, -1.133, -0.631)
C (3.008, 1.562, 4.851)
C (3.546, 2.657, 3.822)
C (4.296, 1.763, 2.828)
C (4.661, 2.457, 1.471)
C (3.287, 3.117, 0.965)
C (2.467, 4.050, 1.975)
N (2.343, 3.315, 3.231)
O (1.519, 3.961, 4.185)
C (3.079, 5.439, 2.078)
C (1.090, 4.183, 1.319)
C (4.590, 3.608, 4.399)
H (3.747, 1.406, 5.637)
H (2.212, 1.975, 5.472)
H (2.667, 0.646, 4.371)
H (5.326, 1.551, 3.114)
H (3.722, 0.899, 2.492)
H (5.403, 3.255, 1.476)
H (5.118, 1.712, 0.819)
H (2.603, 2.316, 0.683)
H (3.402, 3.761, 0.093)
H (4.143, 5.472, 2.315)
H (2.604, 5.868, 2.960)
H (2.865, 6.147, 1.277)
H (0.428, 4.739, 1.983)
H (0.557, 3.295, 0.979)
H (1.033, 4.743, 0.386)
H (5.276, 3.206, 5.144)
H (5.172, 4.121, 3.634)
H (4.030, 4.327, 4.997)
H (2.059, 4.733, 4.365)
C (-7.078, -3.911, -0.245)
C (-5.971, -3.084, 0.579)
C (-5.633, -4.063, 1.852)
C (-4.609, -5.182, 1.461)
C (-3.478, -4.466, 0.737)
C (-3.828, -3.620, -0.572)
N (-4.810, -2.584, -0.134)
O (-5.147, -1.779, -1.120)
C (-2.466, -2.953, -0.894)
C (-4.174, -4.524, -1.749)
C (-6.674, -1.880, 1.254)
H (-7.486, -4.798, 0.240)
H (-7.967, -3.284, -0.310)
H (-6.879, -4.347, -1.224)
H (-5.214, -3.440, 2.642)
H (-6.474, -4.422, 2.445)
H (-4.214, -5.686, 2.343)
H (-5.040, -5.931, 0.797)
H (-2.596, -5.087, 0.576)
H (-3.111, -3.756, 1.478)
H (-1.733, -3.714, -1.161)
H (-2.124, -2.354, -0.050)
H (-2.703, -2.250, -1.693)
H (-3.281, -5.123, -1.927)
H (-4.245, -3.899, -2.639)
H (-5.068, -5.132, -1.611)
H (-7.310, -1.285, 0.599)
H (-7.380, -2.273, 1.986)
H (-5.941, -1.228, 1.728)
H (-5.855, -2.240, -1.574)

Results
Orbital gap (spin up / spin down) (eV): 2.7 / 2.7
Spin multiplicity: 2
DFT total energy (eV): -97842.4326
Total charge: +1
HOMO level (spin up / spin down) (eV): -10.079 / -10.078


[3]
This record from OMol25 describes an isolated ion of composition C6H8P and charge +1 at a distorted geometry. The level of theory is ωB97M-V with the def2-TZVPD basis set.

Element x y z (Å)
C (-1.269, -0.512, -1.033)
C (-0.906, -1.066, 0.186)
C (2.530, 0.967, 0.801)
C (2.263, 0.099, -0.165)
C (-1.282, 0.852, -1.227)
C (-0.416, -0.222, 1.233)
P (0.801, 1.045, 0.263)
H (-1.367, -1.169, -1.886)
H (-0.778, -2.136, 0.262)
H (3.296, 1.372, 1.428)
H (2.703, -0.667, -0.768)
H (-1.261, 1.256, -2.228)
H (-1.622, 1.532, -0.456)
H (-1.147, 0.502, 1.598)
H (0.073, -0.733, 2.058)

Results
Orbital gap (spin up / spin down) (eV): 8.1 / 6.1
Spin multiplicity: 3
DFT total energy (eV): -15627.3508
Total charge: +1
HOMO level (spin up / spin down) (eV): -11.820 / -14.343
Relative energy (zero: lowest compared OMol25 entry of this formula, charge and spin) (eV): 0.000


> What is the total charge in the first record?

+2